(1)
C4H2FO3S2 | ωB97M-V with the def2-TZVPD basis set

Computed properties:
highest occupied orbital energy: -5.3 eV
lowest unoccupied orbital energy: 2.847 eV
orbital gap: 8.125 eV
molar mass: 181.2 g/mol
net charge: -1
SMILES: O=S(=O)([O-])/C=C/SC#CF
calculated total energy: -1275.46833 hartree

The geometry in XYZ format:
```
12
Properties=species:S:1:pos:R:3:forces:R:3
O 1.25687 -1.53104 3.73661 1.0 0.5 2.6
S 2.31400 -0.85906 2.98302 -0.6 -4.0 -3.9
O 3.45594 -1.76380 2.53045 -1.6 2.3 1.9
O 2.62075 0.53060 3.24740 -0.1 -0.5 0.0
C 1.25359 -1.22708 1.47824 -0.2 -0.8 -0.9
C 1.01924 -0.33808 0.49319 2.0 -0.5 2.4
S 0.37092 -0.57884 -1.06643 0.1 -0.4 -1.4
C -1.10719 -0.97609 -0.50908 -0.2 -0.3 -0.6
C -1.97003 -1.38061 0.23294 -3.7 0.7 0.7
F -3.21042 -1.02841 0.66842 1.6 -1.0 -0.1
H 0.83322 -2.38335 1.59103 1.3 3.4 -0.7
H 1.40132 0.65051 0.64487 0.4 0.5 0.1
```
Forces are in eV/Å.

---

(2)
C4H2N2O | ωB97M-V with the def2-TZVPD basis set

Computed properties:
highest occupied orbital energy: -11.6 eV
lowest unoccupied orbital energy: -0.160 eV
orbital gap: 11.404 eV
molar mass: 94.1 g/mol
energy relative to the best compared isomer or geometry (same formula, charge and spin): 296.28 kJ/mol
SMILES: N#C[C@H]1O[C@@H]1C#N
calculated total energy: -338.22858 hartree

The geometry in XYZ format:
```
9
Properties=species:S:1:pos:R:3:forces:R:3
N 0.31886 2.91826 0.36322 -2.3 -9.8 3.9
C 0.07528 1.74423 0.80231 3.0 9.0 -3.2
C 0.13533 0.26158 0.96048 1.1 0.6 -1.7
O -1.02810 -0.42500 0.88454 -1.3 -0.6 -1.8
C -0.21189 -0.35775 -0.35287 -1.6 0.9 -1.6
C 0.24437 -1.61077 -1.00057 1.7 -3.3 -3.1
N 0.59734 -2.48172 -1.75967 -1.8 4.4 4.1
H 0.89440 -0.29394 1.45998 0.9 0.7 1.0
H -0.54149 0.41439 -1.21726 0.4 -1.9 2.3
```
Forces are in eV/Å.

---

(3)
C4H2N2O | ωB97M-V with the def2-TZVPD basis set

Computed properties:
highest occupied orbital energy: -9.9 eV
lowest unoccupied orbital energy: -0.568 eV
orbital gap: 9.354 eV
molar mass: 94.1 g/mol
energy relative to the best compared isomer or geometry (same formula, charge and spin): 293.43 kJ/mol
SMILES: N#CC#C/C=N/O
calculated total energy: -338.22966 hartree

The geometry in XYZ format:
```
9
Properties=species:S:1:pos:R:3:forces:R:3
N 4.30273 0.01561 -0.00863 0.1 -0.5 0.1
C 3.17533 -0.21880 0.02264 -0.2 1.0 -0.3
C 1.79691 -0.14080 -0.03331 -0.8 -0.9 0.1
C 0.58541 -0.16283 -0.05225 2.2 0.1 0.0
C -0.74339 0.24032 -0.04861 -2.1 -0.1 0.5
N -1.73536 -0.58679 -0.01738 1.5 0.8 -0.3
O -2.89869 0.11732 -0.00090 -0.6 -0.2 0.2
H -0.92507 1.31655 0.04832 -0.1 -0.2 -0.3
H -3.55787 -0.58058 0.09012 -0.2 0.2 0.0
```
Forces are in eV/Å.

---

(4)
C4H2N2O | ωB97M-V with the def2-TZVPD basis set

Computed properties:
highest occupied orbital energy: -10.6 eV
lowest unoccupied orbital energy: -0.265 eV
orbital gap: 10.358 eV
molar mass: 94.1 g/mol
energy relative to the best compared isomer or geometry (same formula, charge and spin): 355.93 kJ/mol
SMILES: N#Cc1ccno1
calculated total energy: -338.20586 hartree

The geometry in XYZ format:
```
9
Properties=species:S:1:pos:R:3:forces:R:3
N 1.59642 1.96672 -1.43568 -8.3 -5.2 5.3
C 0.66398 1.33606 -0.81875 8.0 5.4 -4.7
C -0.14453 0.34378 -0.15041 2.6 2.7 0.5
C -0.87122 -0.53348 -0.77384 -2.2 -5.2 0.6
C -0.84712 -1.62602 0.38946 -4.1 -0.3 -3.8
N -0.37828 -1.16407 1.49043 0.7 -0.4 -0.6
O 0.21341 0.07808 1.18039 -1.3 -0.6 -1.7
H -1.47124 -0.75054 -1.77220 2.0 1.0 2.3
H -1.56966 -2.61466 0.06714 2.6 2.6 2.1
```
Forces are in eV/Å.

---

(5)
C4H2N2O5 | ωB97M-V with the def2-TZVPD basis set

Computed properties:
highest occupied orbital energy (spin up / spin down): -10.1 / -10.2 eV
lowest unoccupied orbital energy (spin up / spin down): -1.660 / -2.079 eV
orbital gap (spin up / spin down): 8.475 / 8.132 eV
molar mass: 158.1 g/mol
energy relative to the best compared isomer or geometry (same formula, charge and spin): 0.00 kJ/mol
SMILES: O=C1C=[N+]([O-])C(=O)N1.O=C=O
calculated total energy: -639.28879 hartree

The geometry in XYZ format:
```
13
Properties=species:S:1:pos:R:3:forces:R:3
O 0.73864 -0.95332 -0.30615 -1.2 0.9 1.5
C -0.01664 -0.05857 0.08204 1.2 -1.1 -1.6
C -0.30842 1.08827 -0.73906 -2.9 3.9 0.5
N -1.35327 1.89138 0.02069 4.0 -3.0 -3.3
O -1.93717 2.90493 -0.32550 -0.2 0.3 0.2
C -1.63641 1.15114 1.24239 -0.7 -1.0 1.8
O -2.47806 1.45274 2.04530 1.1 -0.3 -1.1
N -0.76298 0.03097 1.26137 -0.9 -0.7 0.8
H 0.07208 1.43717 -1.78430 -0.8 -0.8 2.4
H -0.95135 -0.81358 1.88752 0.4 1.9 -1.3
O 2.19569 -2.86074 -2.02914 -1.1 -0.3 -1.5
C 2.87507 -2.70409 -1.12346 -0.7 -0.1 -0.8
O 3.56283 -2.56630 -0.23169 1.7 0.4 2.3
```
Forces are in eV/Å.

---

(6)
C4H2N2S | ωB97M-V with the def2-TZVPD basis set

Computed properties:
highest occupied orbital energy: -8.8 eV
lowest unoccupied orbital energy: -0.472 eV
orbital gap: 8.368 eV
molar mass: 110.1 g/mol
energy relative to the best compared isomer or geometry (same formula, charge and spin): 424.93 kJ/mol
SMILES: C#[N+][S-].C#CC#N
calculated total energy: -661.13614 hartree

The geometry in XYZ format:
```
9
Properties=species:S:1:pos:R:3:forces:R:3
C 0.06885 0.96465 0.04369 6.2 -2.0 0.4
N 1.21452 0.64623 0.13637 -5.4 1.5 -0.4
S 2.62663 0.05778 0.22999 2.2 -0.9 0.1
H -0.70496 1.60209 0.02637 -2.3 1.9 -0.1
C -1.10605 -2.38785 -0.47935 1.7 -1.6 -1.3
C -1.40473 -1.24995 -0.28149 -0.7 -0.8 0.0
C -2.27071 -0.23131 -0.10085 -0.3 0.8 0.4
N -2.92726 0.67999 0.10883 -0.9 0.8 0.1
H -0.62070 -3.25982 -0.91850 -0.5 0.4 0.7
```
Forces are in eV/Å.

---

(7)
C4H2N2S | ωB97M-V with the def2-TZVPD basis set

Computed properties:
highest occupied orbital energy (spin up / spin down): -9.2 / -9.2 eV
lowest unoccupied orbital energy (spin up / spin down): -2.161 / -2.161 eV
orbital gap (spin up / spin down): 7.014 / 7.015 eV
molar mass: 110.1 g/mol
energy relative to the best compared isomer or geometry (same formula, charge and spin): 380.17 kJ/mol
calculated total energy: -661.15319 hartree

The geometry in XYZ format:
```
9
Properties=species:S:1:pos:R:3:forces:R:3
C 0.00600 -0.74280 -1.93011 0.7 0.1 -1.8
C -0.09640 0.36408 1.62372 1.7 2.6 -1.5
C -0.58522 -0.79214 -0.71779 -0.8 -0.9 3.8
C 0.40589 1.14272 0.57196 -3.8 -1.6 1.5
N 0.62850 -0.71167 -2.90554 -0.2 0.1 0.1
N -0.47426 -0.42773 2.36318 -0.9 -1.3 1.4
S -1.18085 -1.79286 0.34866 0.4 1.2 -2.1
H -0.00222 2.11895 0.43644 -0.1 0.4 -0.4
H 1.29855 0.84145 0.20947 2.9 -0.5 -1.1
```
Forces are in eV/Å.

---

(8)
C4H2N4 | ωB97M-V with the def2-TZVPD basis set

Computed properties:
highest occupied orbital energy: -10.8 eV
lowest unoccupied orbital energy: -2.541 eV
orbital gap: 8.308 eV
molar mass: 106.1 g/mol
energy relative to the best compared isomer or geometry (same formula, charge and spin): 388.56 kJ/mol
SMILES: [H]/N=C1\C=NC(C#N)=N1
calculated total energy: -372.48384 hartree

The geometry in XYZ format:
```
10
Properties=species:S:1:pos:R:3:forces:R:3
H 0.36074 3.48681 -0.35169 0.2 -3.0 0.9
N 0.66517 2.57072 0.21644 -5.1 -2.2 -0.5
C -0.24850 1.42902 0.18041 4.3 6.9 -3.3
C -0.78686 0.95632 -1.16871 -1.2 -1.8 -1.1
N -0.41035 -0.35439 -1.25979 -2.0 2.7 -0.2
C 0.02960 -0.65915 0.04662 0.3 0.6 0.7
C 0.29447 -1.97093 0.65158 -0.8 3.5 -2.8
N 0.35922 -3.08048 0.81509 0.4 -3.3 1.1
N 0.16389 0.35580 0.80801 1.1 -1.6 3.2
H -1.53846 1.54001 -1.96601 2.8 -1.7 2.1
```
Forces are in eV/Å.

---

(9)
C4H2N4 | ωB97M-V with the def2-TZVPD basis set

Computed properties:
highest occupied orbital energy: -10.0 eV
lowest unoccupied orbital energy: -1.762 eV
orbital gap: 8.208 eV
molar mass: 106.1 g/mol
energy relative to the best compared isomer or geometry (same formula, charge and spin): 700.49 kJ/mol
calculated total energy: -372.36503 hartree

The geometry in XYZ format:
```
10
Properties=species:S:1:pos:R:3:forces:R:3
C 2.89487 -0.07020 -0.07508 0.0 1.9 0.8
C 1.66179 -0.29514 0.00365 8.8 1.4 -1.0
C 0.32245 -0.15619 -0.03706 -2.8 2.1 3.0
C -2.10212 -0.00211 -0.21232 -2.1 1.8 2.5
H 4.11271 0.56637 -0.00197 -4.7 -2.9 -0.3
H -3.23318 0.14187 -0.27393 1.6 -0.7 -0.4
N -0.12176 1.16957 0.37580 -3.6 -4.0 -4.0
N -1.53967 1.24883 -0.07370 3.8 -3.3 1.3
N -1.65084 -1.23622 0.24872 1.1 1.6 -2.6
N -0.34424 -1.36678 0.04588 -2.1 2.1 0.7
```
Forces are in eV/Å.

---

(10)
C4H2NiO2 | ωB97M-V with the def2-TZVPD basis set

Computed properties:
highest occupied orbital energy (spin up / spin down): -19.5 / -18.6 eV
lowest unoccupied orbital energy (spin up / spin down): -12.101 / -12.634 eV
orbital gap (spin up / spin down): 7.416 / 6.004 eV
molar mass: 140.8 g/mol
net charge: +2
multiplicity: 3
energy relative to the best compared isomer or geometry (same formula, charge and spin): 194.84 kJ/mol
expectation value of S²: 2.185
calculated total energy: -1811.36542 hartree

The geometry in XYZ format:
```
9
Properties=species:S:1:pos:R:3:forces:R:3
H 2.54459 -0.86896 -0.42059 0.8 0.3 -0.3
O 2.72745 -0.15063 1.78494 0.9 1.1 -1.9
C 2.30491 -0.13106 0.69238 -2.8 -3.8 1.6
C 1.12423 -0.64943 0.06496 0.3 3.2 1.2
C 0.00112 -0.17040 -0.25039 1.7 -1.4 -0.3
C -1.21906 0.42299 -0.51690 -1.2 0.9 0.1
O -2.32279 -0.08454 -0.20751 3.3 -0.6 -0.2
Ni -3.99676 0.17294 -0.25555 -3.1 0.4 -0.1
H -1.16370 1.45908 -0.89133 0.1 -0.3 -0.1
```
Forces are in eV/Å.

---

(11)
C4H2O2 | ωB97M-V with the def2-TZVPD basis set

Computed properties:
highest occupied orbital energy: -9.6 eV
lowest unoccupied orbital energy: 0.097 eV
orbital gap: 9.698 eV
molar mass: 82.1 g/mol
energy relative to the best compared isomer or geometry (same formula, charge and spin): 334.02 kJ/mol
calculated total energy: -303.88259 hartree

The geometry in XYZ format:
```
8
Properties=species:S:1:pos:R:3:forces:R:3
C -1.30882 -0.36287 0.00854 -1.2 -2.1 2.4
C -0.52933 0.85793 0.42676 -0.6 -4.4 -1.3
C 0.75079 -0.19577 -0.01121 0.8 2.1 0.0
C 1.80034 -0.62586 -0.43120 -0.5 0.3 0.2
O -1.92667 -1.29081 -0.27272 0.8 2.0 -0.6
O -1.13234 1.56785 -0.44434 0.5 1.9 -0.8
H -0.41039 0.97830 1.50469 0.2 0.4 0.0
H 2.75641 -0.92876 -0.78054 0.0 -0.3 -0.1
```
Forces are in eV/Å.

---

(12)
C4H2O2 | ωB97M-V with the def2-TZVPD basis set

Computed properties:
highest occupied orbital energy: -11.1 eV
lowest unoccupied orbital energy: -0.687 eV
orbital gap: 10.411 eV
molar mass: 82.1 g/mol
energy relative to the best compared isomer or geometry (same formula, charge and spin): 195.08 kJ/mol
calculated total energy: -303.93551 hartree

The geometry in XYZ format:
```
8
Properties=species:S:1:pos:R:3:forces:R:3
O 1.34284 -1.22197 0.03578 -0.2 0.6 0.9
C 1.31400 -0.19982 0.66828 0.5 -0.4 0.1
C 0.09186 0.45096 1.41659 0.6 -0.8 -0.6
C -0.58445 0.51786 0.38726 -0.5 0.3 0.2
C -1.27770 0.11930 -0.80869 -0.7 0.3 -0.3
O -2.35175 0.55790 -1.12729 0.1 -0.2 -0.2
H 2.18608 0.44614 0.78500 0.2 0.1 -0.1
H -0.72089 -0.67036 -1.35693 -0.1 0.2 0.0
```
Forces are in eV/Å.

---

Repeat the seventh record exactly.
C4H2N2S | ωB97M-V with the def2-TZVPD basis set

Computed properties:
highest occupied orbital energy (spin up / spin down): -9.2 / -9.2 eV
lowest unoccupied orbital energy (spin up / spin down): -2.161 / -2.161 eV
orbital gap (spin up / spin down): 7.014 / 7.015 eV
molar mass: 110.1 g/mol
energy relative to the best compared isomer or geometry (same formula, charge and spin): 380.17 kJ/mol
calculated total energy: -661.15319 hartree

The geometry in XYZ format:
```
9
Properties=species:S:1:pos:R:3:forces:R:3
C 0.00600 -0.74280 -1.93011 0.7 0.1 -1.8
C -0.09640 0.36408 1.62372 1.7 2.6 -1.5
C -0.58522 -0.79214 -0.71779 -0.8 -0.9 3.8
C 0.40589 1.14272 0.57196 -3.8 -1.6 1.5
N 0.62850 -0.71167 -2.90554 -0.2 0.1 0.1
N -0.47426 -0.42773 2.36318 -0.9 -1.3 1.4
S -1.18085 -1.79286 0.34866 0.4 1.2 -2.1
H -0.00222 2.11895 0.43644 -0.1 0.4 -0.4
H 1.29855 0.84145 0.20947 2.9 -0.5 -1.1
```
Forces are in eV/Å.

---

Which formula does entry 10 have? C4H2NiO2